<i>
{"formula": "C6H16ClNSi", "method": "ωB97M-V/def2-TZVPD", "species": ["C", "C", "C", "C", "C", "C", "N", "Si", "Cl", "H", "H", "H", "H", "H", "H", "H", "H", "H", "H", "H", "H", "H", "H", "H", "H"], "coordinates": [[1.17000, 0.42111, -2.04052], [1.83037, -0.12935, 0.37839], [1.18894, -1.88403, -1.29155], [-0.54195, 1.78525, 2.06418], [-2.67749, -0.29267, 1.28507], [0.89905, -0.44011, -0.80470], [-0.41180, -0.39843, -0.19420], [-1.36421, 0.90832, 0.46586], [-1.84992, -1.28355, -1.50781], [2.18985, 0.78203, -1.88076], [1.15056, -0.04010, -3.07884], [0.49542, 1.29047, -2.07355], [2.58742, -0.90315, 0.39554], [1.32727, -0.26906, 1.40477], [2.31470, 0.79574, 0.15549], [0.49708, -2.13731, -2.05052], [2.19949, -2.18496, -1.66488], [0.86828, -2.44176, -0.43515], [0.47374, 2.06142, 1.93541], [-1.19039, 2.74213, 2.02621], [-0.69575, 1.21539, 2.97149], [-3.21527, -0.71787, 0.48126], [-2.05629, -1.02177, 1.76109], [-3.42480, 0.11255, 1.98141], [-1.76431, 2.02971, -0.28368]], "mulliken_charge": [-1.43, -1.60, -1.96, -1.09, -1.15, 1.78, -0.09, 0.49, -0.23, 0.37, 0.28, 0.31, 0.38, 0.35, 0.37, 0.57, 0.37, 0.47, 0.39, 0.28, 0.29, 0.35, 0.32, 0.37, -0.19], "homo_energy_ev": -9.6287, "mol_weight_g_mol": 165.74, "orbital_gap_ev": 8.55}

***

<ii>
{"formula": "C6H16ClNSi", "method": "ωB97M-V/def2-TZVPD", "species": ["C", "C", "C", "C", "C", "C", "N", "Si", "Cl", "H", "H", "H", "H", "H", "H", "H", "H", "H", "H", "H", "H", "H", "H", "H", "H"], "coordinates": [[-0.93287, -2.44676, -0.75411], [-0.42941, -1.38406, 1.47039], [-0.86619, 2.22492, 0.02376], [0.80828, 1.64614, 1.76899], [0.52597, 0.62985, -2.37600], [0.07300, -1.60222, 0.03629], [0.20877, 1.38583, 0.41958], [0.66688, 0.04720, -0.55485], [3.56929, -0.74125, -0.62978], [-1.72633, -1.78719, -1.35720], [-0.43796, -3.11400, -1.49670], [-1.31593, -3.19244, -0.04328], [-1.36316, -0.69504, 1.39563], [0.35859, -1.00857, 2.09497], [-0.90006, -2.29848, 1.91286], [-0.79853, 3.25628, 0.34861], [-0.93884, 2.36471, -1.16431], [-1.74092, 1.85130, 0.42746], [1.34976, 0.79567, 2.04939], [1.36960, 2.55935, 1.73923], [0.14140, 1.71549, 2.69560], [-0.23470, -0.12263, -2.89702], [0.06211, 1.65572, -2.43564], [1.48366, 0.54199, -2.80786], [1.06762, -2.28180, 0.13397]], "mulliken_charge": [-1.26, -1.29, -0.90, -1.06, -0.96, 0.62, 0.35, 0.10, -0.58, 0.24, 0.33, 0.39, 0.24, 0.28, 0.42, 0.36, 0.14, 0.32, 0.41, 0.35, 0.33, 0.29, 0.30, 0.34, 0.23], "homo_energy_ev": -9.0536, "mol_weight_g_mol": 165.74, "orbital_gap_ev": 8.79}

***

Computed relative energies in units of kJ/mol: <i> 80.9; <ii> 0.0

***

<i>
{"formula": "H2IO", "method": "ωB97M-V/def2-TZVPD", "species": ["O", "H", "H", "I"], "coordinates": [[-0.80236, -1.23988, 0.11287], [-0.37042, -0.44794, -0.28021], [-0.39907, -1.32451, 1.00644], [1.57185, 3.01234, -0.83911]], "mulliken_charge": [-0.68, 0.36, 0.31, -0.99], "homo_energy_ev": -3.3979, "charge": -1, "mol_weight_g_mol": 144.92, "orbital_gap_ev": 7.18}

***

<ii>
{"formula": "H2IO", "method": "ωB97M-V/def2-TZVPD", "species": ["O", "H", "H", "I"], "coordinates": [[0.60286, 0.43121, -0.82322], [0.12660, 0.18698, 0.00249], [-0.10587, 0.71755, -1.44288], [-0.62360, -1.33575, 2.26361]], "mulliken_charge": [-0.64, 0.26, 0.29, -0.90], "homo_energy_ev": -3.4959, "charge": -1, "mol_weight_g_mol": 144.92, "orbital_gap_ev": 7.37}

***

Computed relative energies in units of kJ/mol: <i> 12.3; <ii> 0.0

***

<i>
{"formula": "C3H4INO", "method": "ωB97M-V/def2-TZVPD", "species": ["C", "C", "C", "N", "O", "I", "H", "H", "H", "H"], "coordinates": [[0.34198, 0.23980, 0.40766], [0.41843, -2.23508, -0.11095], [-0.67114, 1.07708, -0.24233], [0.13562, -1.05617, -0.07330], [0.34867, -3.35741, -0.32125], [2.24587, 1.05739, -0.09437], [0.14150, 0.38779, 1.50349], [-0.96048, 1.86762, 0.57500], [-1.49810, 0.49912, -0.44833], [-0.50236, 1.51985, -1.19563]], "mulliken_charge": [-0.10, 0.45, -1.19, -0.28, -0.39, 0.05, 0.41, 0.28, 0.37, 0.40], "homo_energy_ev": -9.6999, "mol_weight_g_mol": 196.97, "orbital_gap_ev": 9.88}

***

<ii>
{"formula": "C3H4INO", "method": "ωB97M-V/def2-TZVPD", "species": ["C", "C", "C", "N", "O", "I", "H", "H", "H", "H"], "coordinates": [[1.20022, -0.03483, -0.43572], [-1.47106, 2.51361, -0.61072], [1.24257, -1.44900, 0.23353], [0.75835, 0.93450, -0.80993], [-1.77367, 3.27571, 0.16791], [-2.48463, -0.10314, 0.30565], [-1.03584, 0.00412, 0.15562], [2.17668, -1.90026, -0.07399], [0.37092, -1.93055, -0.16034], [1.01645, -1.31016, 1.22798]], "mulliken_charge": [0.47, 0.13, -0.94, -0.41, -0.19, 0.06, -0.10, 0.30, 0.32, 0.36], "homo_energy_ev": -9.6725, "mol_weight_g_mol": 196.97, "orbital_gap_ev": 10.17}

***

Computed relative energies in units of kJ/mol: <i> 0.0; <ii> 99.6